The following is a DFT calculation (ωB97M-V/def2-TZVPD) of the molecule C5H13NO.

```
20
Properties=species:S:1:pos:R:3:forces:R:3:nbo_charge:R:1
C -1.69969 0.25562 1.72466 -0.1 -1.9 -0.4 0.093
H -2.03442 0.83382 2.58097 0.5 0.5 0.0 0.177
H 1.19627 -1.73964 1.17607 -0.5 0.6 0.4 0.214
H -0.76052 -0.76977 -0.30810 -0.6 0.6 -0.8 0.218
N -0.39776 0.48739 1.24827 -0.1 0.7 0.1 -0.674
C 0.03083 -0.08529 -0.02445 1.7 -1.2 2.5 -0.054
C 1.19421 -1.09959 0.29476 0.5 -0.5 -1.7 -0.620
H 0.65848 1.26353 -3.22102 -0.4 0.6 0.5 0.215
H -0.53469 0.10598 -2.58611 0.0 -0.1 -0.2 0.208
C 0.60432 0.95378 -0.98333 -1.0 0.7 -0.4 -0.413
H 1.28138 -1.85169 -0.50847 -0.2 0.3 -0.1 0.204
H 2.14071 -0.57160 0.20064 0.2 0.0 0.6 0.194
H 1.63723 1.14579 -0.69823 0.1 -0.1 -0.2 0.200
C 0.45374 0.53185 -2.43375 1.0 -0.4 -0.6 -0.611
H -1.02371 -1.48467 2.37626 0.5 0.0 0.3 0.460
O -1.86673 -1.15959 2.07428 -0.6 0.4 0.0 -0.761
H 1.23628 -0.18859 -2.69289 -0.4 -0.6 0.2 0.204
H 0.20467 1.14739 1.70254 0.0 0.0 0.1 0.385
H -2.42222 0.31057 0.91998 -0.4 0.5 -0.2 0.152
H 0.10161 1.91469 -0.84207 -0.3 -0.1 0.1 0.210
```
Positions in Å, forces in eV/Å.

Properties
- LUMO level (eV) = 1.041
- HOMO (hartree) = -0.3171
- energy relative to the best compared isomer or geometry (same formula, charge and spin) (kJ/mol) = 150.4
- multiplicity = 1
- gap between HOMO and LUMO (eV) = 9.67